{
  "formula": "C4H13B4Cl4NO4",
  "method": "ωB97M-V/def2-TZVPD",
  "symbols": ["N", "B", "O", "B", "O", "B", "O", "B", "O", "H", "H", "H", "H", "H", "Cl", "C", "C", "Cl", "H", "H", "H", "H", "Cl", "C", "C", "Cl", "H", "H", "H", "H"],
  "xyz": [[0.144514, 1.251221, 3.503383], [-0.688999, 0.866148, 2.343216], [-1.183466, -0.445889, 2.171269], [-1.042697, 1.962578, 1.110295], [-2.177990, 1.805148, 0.260249], [-1.631896, 1.563614, -1.021130], [-0.731078, 2.526535, -1.534601], [0.239068, 2.775730, -0.538085], [-0.214086, 3.069898, 0.775612], [1.096774, 1.375614, 3.179228], [-0.156597, 2.188958, 3.742079], [-2.108249, -0.480735, 2.400963], [-1.891708, 0.568146, -1.609693], [1.399646, 2.703042, -0.736078], [4.346668, 2.756236, -3.315034], [3.612091, 1.544027, -4.393615], [2.162249, 1.292667, -4.059223], [1.970594, 0.473815, -2.490250], [4.199726, 0.632048, -4.323566], [3.692223, 1.930126, -5.408466], [1.716420, 0.645365, -4.812595], [1.595063, 2.220094, -4.023631], [-3.367499, -2.795768, 2.021407], [-1.719393, -3.478391, 1.993436], [-1.683076, -4.886093, 2.537969], [-2.010061, -4.938100, 4.288152], [-1.072813, -2.813630, 2.555219], [-1.393793, -3.477105, 0.954527], [-0.691668, -5.309848, 2.386679], [-2.409964, -5.525451, 2.042281]],
  "atomic_forces_ev_per_a": [[-0.6, -0.6, -0.7], [-0.1, -1.0, 0.8], [1.4, 1.3, 0.6], [-1.6, 2.1, -0.6], [1.9, -1.1, -0.5], [-0.8, 1.4, 0.2], [0.7, -1.5, 1.3], [-1.0, 1.3, 0.1], [0.4, -2.1, -0.8], [0.4, -0.1, 0.2], [0.2, 0.3, 0.1], [-0.8, -0.3, -0.3], [-0.1, 0.1, -0.2], [0.1, 0.3, -0.2], [0.0, 0.0, 0.0], [0.0, 0.0, -0.1], [-0.1, 0.1, -0.1], [0.1, -0.2, 0.0], [0.0, 0.0, 0.1], [-0.1, 0.0, 0.0], [0.1, 0.0, 0.0], [0.0, 0.0, 0.1], [-0.1, 0.0, 0.0], [0.2, -0.2, 0.0], [0.0, 0.0, -0.1], [0.0, 0.0, 0.0], [-0.1, 0.1, 0.1], [0.0, 0.0, 0.0], [0.0, 0.1, 0.0], [0.0, 0.0, 0.1]],
  "lowdin_charge": [0.134, -0.369, 0.080, -0.368, 0.208, -0.311, 0.176, -0.344, 0.209, 0.076, 0.067, 0.054, 0.122, 0.097, 0.540, -0.665, -0.641, 0.586, 0.067, 0.072, 0.075, 0.073, 0.572, -0.653, -0.664, 0.539, 0.053, 0.079, 0.072, 0.066],
  "relative_energy_ev": 0.000,
  "total_charge": 0,
  "homo_lumo_gap_ev": 9.196,
  "e_homo_ev": -9.6,
  "e_lumo_ev": -0.38
}